132
Properties=species:S:1:pos:R:3:forces:R:3 method="wB97M-V/def2-TZVPD" multiplicity=2 gap_ev="9.34 / 4.31" charge=+1
O -2.28983 -1.90421 -3.94230 0.61 -0.09 0.90
O -1.82124 3.04310 5.66900 0.62 1.07 -0.04
O -3.36643 -3.84809 3.01057 -0.30 1.41 -1.17
O -2.36212 6.17438 -1.19813 0.53 1.15 0.08
O -1.03792 1.83539 -1.80159 0.17 -0.43 -0.24
O 0.83921 -4.18983 -4.53196 -0.10 -1.84 -1.27
O 0.79421 -5.24147 2.41270 1.05 0.18 -1.60
O 0.24076 1.13955 -0.18040 1.20 1.52 1.95
O -7.06065 1.66120 1.93896 3.40 0.20 -1.55
O 1.35629 6.02901 -2.10897 -0.33 -0.56 0.32
O -3.11684 -1.67906 2.30795 0.50 -1.68 0.46
O -2.36848 0.31909 -4.37119 -1.32 -3.26 0.03
O -2.91835 4.13585 -1.82608 -0.08 -0.07 0.75
O -0.24636 4.36292 4.63254 -1.04 0.61 1.20
O 4.14158 -2.26406 -3.67001 -0.04 2.07 3.64
O 0.04815 4.41337 -2.77224 0.41 -0.51 1.82
O 4.96408 -2.25511 -1.57984 0.18 -1.92 -1.85
O -5.46270 1.19419 0.36722 -1.61 -0.60 0.65
O 1.55074 -4.18205 0.57616 -0.51 -0.19 0.30
O 0.64081 -2.95242 -2.72617 -0.19 0.10 0.06
O 5.37647 -0.36735 2.57487 -0.48 2.16 -1.10
O 3.29123 0.64688 2.80297 1.44 -0.14 -0.37
C -0.94900 3.24074 4.86971 -0.57 -1.85 -0.76
C -2.66760 7.11798 -0.12991 0.08 -1.02 0.45
C 0.96003 -4.01464 -5.97051 0.57 2.29 -0.50
C -3.89067 -1.28424 -5.50228 0.27 0.39 -0.22
C 0.81236 -3.02983 -3.92214 0.59 1.15 1.05
C -0.57028 0.91000 -1.10470 -1.61 -0.66 -1.54
C -0.46772 2.18546 3.86336 0.37 -0.29 0.05
C -4.06110 6.71458 0.30293 -0.62 0.17 0.46
C 0.60397 4.67368 -0.33731 -0.18 -0.84 -0.54
C 2.50755 -6.33294 1.00958 -1.42 0.47 1.59
C 4.19075 -1.70997 -2.54070 -0.29 -3.16 -4.21
C 1.64532 -2.62968 -6.07779 0.26 -0.37 -0.83
C 2.49559 -4.41974 -0.43226 2.66 -1.44 -0.85
C 0.86822 6.03726 0.20800 -0.76 0.56 -0.33
C 0.59786 4.95243 -1.82909 -0.61 -0.58 -2.59
C -2.71307 -4.76794 3.86444 0.17 0.60 1.35
C 0.58532 -0.05150 0.55394 1.33 -2.12 -0.24
C -4.07104 1.28145 0.18795 -0.33 1.51 -0.09
C -5.88114 1.73293 1.54783 -4.79 -1.17 0.47
C -4.78327 2.35973 2.27350 0.24 0.46 0.80
C -1.55169 -2.66014 3.85184 0.85 0.26 0.77
C 3.89367 -1.32729 4.10502 0.97 0.42 -0.57
C 4.47968 -0.25509 -0.86210 -0.82 3.18 0.56
C 2.81136 -5.95239 -0.37343 0.07 0.10 -1.69
C -3.59830 1.90654 1.50856 2.56 -0.70 -0.38
C 1.10600 -1.89053 -4.85888 0.16 -0.11 -0.92
C 6.17358 -1.42526 3.15380 -2.31 0.43 1.41
C 1.51804 -5.24616 1.42807 -1.20 0.00 2.12
C 3.49421 -0.49498 -2.03684 0.80 -0.33 0.92
C 4.92487 -1.57708 -0.37450 -0.17 -0.40 0.81
C -2.82456 -0.82697 -4.54392 1.52 2.76 -0.46
C -2.83046 -3.15465 -4.38788 -1.20 0.26 -1.78
C -0.39802 -1.09708 0.10128 -1.61 0.29 0.33
C -1.80608 -3.84580 4.73637 0.98 -1.86 -0.32
C 1.70000 6.61658 -0.89535 2.09 2.31 1.01
C -0.98869 -0.56683 -1.23409 0.82 0.15 0.41
C -3.07559 5.04551 -1.05311 0.24 -0.45 -1.52
C 0.88903 2.72343 3.45577 0.10 0.27 -0.51
C 0.58652 4.21670 3.49715 0.67 0.09 0.18
C -3.62945 -2.75786 -5.66550 -0.65 -0.97 -0.34
C -2.70881 -2.64125 2.94631 -1.75 0.70 -0.91
C 4.11554 -0.18048 3.10899 -0.53 -1.92 -0.05
C -4.08389 5.19671 0.02316 -1.00 0.71 0.30
C 5.00091 -2.27873 3.69859 1.68 -0.80 0.42
H 1.38204 6.04814 1.16923 -0.40 0.28 -0.04
H 2.72995 -2.73211 -6.11211 0.07 -0.15 0.78
H -4.95926 3.43494 2.30596 0.07 0.03 -0.07
H -1.95840 6.86135 0.65703 0.04 0.34 0.25
H 4.01572 0.38827 -0.11449 0.28 0.03 0.23
H 2.14859 -6.48737 -1.05360 0.03 -0.01 -0.11
H -3.88453 4.54120 0.87090 0.20 0.26 0.03
H 5.36158 -2.88673 4.52825 -0.23 -0.36 -0.18
H 1.66717 2.50282 4.18648 -0.06 -0.13 -0.03
H -5.04765 4.89888 -0.38983 0.02 -0.18 0.07
H 6.74995 -0.99540 3.97302 0.26 0.01 -0.17
H 1.58704 -0.32779 0.22481 0.12 0.24 -0.09
H -4.31367 7.01108 1.32097 0.38 -0.27 0.19
H 1.56918 7.69522 -0.98207 -0.27 0.03 -0.10
H 0.16795 -1.39967 -5.11812 -0.11 0.19 0.20
H -0.02909 -3.91935 -6.41846 -0.20 -0.41 0.23
H -3.09451 1.09567 2.03467 0.04 0.06 0.32
H -2.53157 8.16377 -0.40544 -0.04 -0.31 -0.47
H 2.75868 6.53807 -0.64809 0.32 -0.56 -0.45
H -0.30959 4.14751 -0.06043 0.03 0.16 0.11
H -1.25586 -1.10623 0.77370 0.14 -0.26 0.41
H 6.81629 -1.90707 2.41699 -0.28 0.23 -0.06
H 0.04562 -2.09244 0.07777 -0.09 0.06 -0.39
H 5.89492 -1.69970 0.10724 0.21 0.74 -0.28
H 2.49443 -0.71870 -1.66468 -0.06 -0.45 -0.06
H -3.17050 -3.00139 -6.62370 0.87 0.34 0.22
H -1.12608 2.16124 2.99499 -0.26 0.22 0.00
H 1.57415 -4.67901 -6.57844 -0.23 -0.90 1.05
H -0.47322 1.17115 4.26242 0.00 0.20 0.28
H 3.36788 0.27415 -2.79880 0.46 0.03 0.17
H -4.84641 -1.05663 -5.03021 -0.15 0.04 -0.25
H 4.05680 -0.81639 5.05395 0.06 -0.47 0.44
H -0.87544 -4.41000 4.79698 0.08 0.14 0.79
H -3.77849 -0.79370 -6.46917 -0.28 0.46 0.35
H -3.62822 0.30922 -0.02830 -0.22 -0.10 0.19
H 3.33662 -6.27472 1.71482 0.16 0.02 -0.06
H 1.46934 4.05096 -0.11045 0.01 -0.38 -0.15
H -4.82249 7.24383 -0.27003 0.09 -0.23 -0.44
H 4.26492 -2.09272 0.32314 -0.64 0.14 -0.02
H -2.84096 2.67406 1.34902 0.03 0.12 -0.10
H 0.04734 4.59696 2.62952 -0.01 -0.12 -0.21
H -2.19329 -3.59630 5.72425 -0.17 -0.17 -0.22
H 5.34742 0.26565 -1.26702 0.04 0.15 0.09
H -3.55311 -3.57029 -3.68565 0.50 0.05 0.44
H 1.44536 4.85675 3.69924 0.08 -0.11 -0.25
H -3.98580 1.94362 -0.67365 0.69 -0.01 -0.10
H -2.19825 -5.53387 3.28445 0.33 0.32 -0.10
H -1.46607 -1.71802 4.39329 -0.13 0.03 -0.12
H -0.46708 -1.07603 -2.04448 -0.25 0.37 -0.57
H 2.01327 -7.29298 1.15827 0.14 0.02 -0.06
H 3.46286 -3.97296 -0.20231 -0.10 0.57 0.47
H -4.56128 -3.30035 -5.82520 -0.15 -0.16 0.74
H 2.27713 -4.05596 -1.43627 -0.91 -0.08 0.34
H 1.80498 -1.17421 -4.42713 -0.18 -0.15 0.06
H 1.22508 2.38523 2.47557 0.09 0.03 0.06
H -3.42929 -5.29484 4.49493 -0.30 0.21 -0.22
H 4.72650 -2.88559 2.83574 -0.50 -0.34 0.32
H -4.78130 2.01284 3.30682 -0.08 0.05 -0.06
H 1.47303 -2.22330 -7.07442 -0.61 0.43 0.18
H -2.03295 -3.85028 -4.64898 0.06 0.12 0.51
H -2.07400 -0.61261 -1.32406 0.23 -0.22 -0.18
H 0.67229 -0.00402 1.63943 -0.47 1.15 -0.11
H 2.93902 -1.85324 4.11544 -0.17 0.66 -0.22
H 3.83710 -6.23461 -0.61072 -0.05 0.45 -0.42
H -0.60608 -2.82437 3.33517 -0.11 0.11 -0.45
H -0.03878 6.63434 0.11339 -0.19 -0.18 1.02


11
Properties=species:S:1:pos:R:3:forces:R:3 method="wB97M-V/def2-TZVPD" multiplicity=1 gap_ev=9.23 smiles="C1=CCC=C1" charge=0
C 0.95821 0.85576 -0.04907 0.63 2.48 -0.99
C 1.24354 -0.60178 -0.12678 -4.42 1.65 0.93
C -0.37686 1.15421 -0.09514 3.39 -7.20 0.49
C -1.17762 -0.16859 -0.02685 -0.22 1.74 -2.97
C -0.11468 -1.11907 -0.21260 6.87 -5.09 2.06
H 2.23304 -0.95226 0.27682 -1.41 -0.43 -1.14
H 0.00777 -2.26425 0.14374 -1.56 2.42 -1.26
H 1.75936 1.71246 -0.09714 -1.54 -1.87 0.28
H -1.54271 -0.31408 0.93518 -0.57 -0.18 2.17
H -2.13680 -0.27925 -0.65768 1.68 0.34 0.48
H -0.85325 1.97684 -0.09048 -2.86 6.13 -0.05


16
Properties=species:S:1:pos:R:3:forces:R:3 method="wB97M-V/def2-TZVPD" multiplicity=1 gap_ev=11.03 smiles=C#CCCCC charge=0
C 0.02821 0.43178 0.18343 -0.02 0.00 0.07
C 2.47929 -0.13804 0.19748 0.39 -0.16 0.24
C -1.15608 -0.23748 -0.50881 0.01 -0.01 -0.06
C 1.34063 0.27659 -0.62423 0.01 0.04 0.02
C 3.39721 -0.51561 0.87889 -0.28 0.14 -0.24
C -2.46828 -0.05091 0.24696 -0.04 0.01 0.02
H -1.25153 0.16224 -1.52774 -0.01 -0.06 0.12
H 0.15268 -0.00409 1.18208 0.02 0.05 -0.18
H -2.73638 1.01006 0.31561 0.04 -0.15 -0.01
H -2.39331 -0.44128 1.26919 0.00 0.05 -0.16
H -0.93628 -1.30888 -0.61449 -0.05 0.15 -0.01
H 4.22122 -0.85421 1.46605 -0.14 0.07 -0.07
H -3.29005 -0.57450 -0.25208 0.10 0.09 0.08
H 1.20899 -0.46849 -1.41906 -0.03 0.07 0.13
H 1.58944 1.21566 -1.13096 -0.03 -0.12 0.05
H -0.18575 1.49718 0.33769 0.04 -0.16 -0.02


34
Properties=species:S:1:pos:R:3:forces:R:3 method="wB97M-V/def2-TZVPD" multiplicity=3 gap_ev="5.22 / 3.55" charge=+3
Tm 2.30138 -3.86834 0.31477 -0.19 -0.89 -0.15
O 0.08568 4.70943 -0.97261 0.25 -0.09 -0.89
O 2.60560 -0.94877 -1.06596 -0.20 -1.26 0.64
O 1.81670 0.93989 -3.07653 -0.15 0.19 -0.13
O -3.56145 -1.25967 2.30638 -0.24 -0.32 1.50
N 1.11285 3.10236 -2.41328 -1.56 -0.81 -0.50
N -3.57237 -0.25258 0.27038 1.87 -1.06 1.70
C -0.70964 2.35889 0.81073 0.24 0.91 -0.87
C -0.86842 1.13456 1.40666 0.86 -2.19 -0.82
C 0.37834 3.60088 -1.28319 -0.32 -0.87 2.00
C 0.01481 2.39475 -0.38087 1.29 -1.37 -1.40
C 0.48987 0.00214 -0.41424 -1.13 -1.40 1.39
C 0.59893 1.22763 -0.99701 -0.41 3.21 0.25
C -0.27163 -0.04659 0.80235 0.42 0.84 0.49
C 3.20158 -1.25649 0.17441 -0.48 0.49 -0.20
C -3.04888 -1.15293 1.22639 -0.26 1.11 -3.03
C -1.79509 -2.00083 0.87221 0.54 -0.17 -0.28
C 1.17654 -1.19239 -1.09556 0.85 1.17 0.24
C -0.50332 -1.35839 1.51626 -1.24 0.26 -0.45
C 1.28501 1.67719 -2.30603 -0.50 0.08 1.41
H 0.87582 -1.27849 -2.14665 0.22 -0.05 0.23
H -1.68498 -1.91296 -0.22752 -0.35 -0.18 0.49
H 0.41004 3.17206 -3.16769 1.10 0.85 -0.67
H 2.50051 -1.16568 1.03610 0.19 0.26 -0.23
H -1.44651 1.01082 2.32461 0.29 0.12 -0.10
H 4.05667 -0.58619 0.33562 -0.07 -0.46 0.06
H 0.99651 -2.18331 -0.58693 -0.57 0.32 -0.17
H -1.91438 -3.05651 1.14054 -0.37 0.30 0.16
H -3.77155 0.63651 0.72570 -0.91 0.12 -0.19
H 0.32107 -2.07982 1.33854 -0.31 0.17 0.24
H -1.13818 3.27958 1.21193 0.16 -0.24 -0.02
H -0.63340 -1.22027 2.59807 0.18 -0.17 -0.28
H -2.92161 -0.09855 -0.49608 -0.11 -0.07 -0.09
H 3.61350 -2.32787 0.21851 0.89 1.19 -0.33


7
Properties=species:S:1:pos:R:3:forces:R:3 method="wB97M-V/def2-TZVPD" multiplicity=1 gap_ev=8.61 charge=0
O -0.63008 1.78886 -0.44226 0.43 -2.76 0.15
O -0.60561 -1.22607 0.80899 1.12 -5.14 -2.35
C 0.31167 -0.68570 0.15390 0.82 1.65 -2.09
H -0.92731 -0.65011 1.39781 -2.43 3.82 3.67
H -0.08187 0.68058 -0.27549 -0.30 3.64 0.35
H -0.03375 2.53702 -0.32671 0.33 -0.50 0.04
H 0.73281 -1.36325 -0.59164 0.03 -0.72 0.22


15
Properties=species:S:1:pos:R:3:forces:R:3 method="wB97M-V/def2-TZVPD" multiplicity=1 gap_ev=9.96 smiles="C1=NNC2(C1)CC2" charge=0
N -1.25266 0.00351 -1.36431 -1.11 0.06 0.30
N -0.73936 0.89840 -0.34093 -2.90 -1.71 0.12
C 0.69480 -1.03457 -0.50354 -0.90 0.33 -0.84
C 1.03315 1.06971 1.11876 -0.14 3.64 0.18
C -0.58038 -1.07150 -1.45357 2.74 1.55 0.11
C 0.23561 0.16707 0.37872 1.62 -3.11 -1.87
C 0.30417 -0.03838 1.83653 3.85 -0.83 1.03
H 1.22789 -0.74417 2.18317 -3.03 1.08 -0.70
H 0.71265 -2.01293 0.01673 0.50 0.77 0.03
H 1.67602 -0.80952 -1.04025 -1.33 -0.55 0.41
H -0.64465 -1.73078 -2.33524 -0.45 0.23 0.72
H 2.03743 1.10479 0.91370 2.62 -0.55 0.35
H -0.42527 0.20745 2.54054 -1.14 0.19 0.99
H 0.69326 2.15797 0.97366 -0.09 -1.78 0.84
H -1.45734 0.95989 0.42292 -0.25 0.68 -1.67